(one)
The following is a quantum chemistry calculation of a structure of composition C32H47Ge2N2O3STi, from the Open Molecules 2025 dataset.

Structure (XYZ):
```
88
C32H47Ge2N2O3STi | the Open Molecules 2025 dataset | ωB97M-V/def2-TZVPD
Ti -0.497 0.654 -0.757
C -2.840 0.432 -0.296
C -2.666 -0.451 -1.385
C -3.282 -0.170 -2.605
C -4.095 0.949 -2.741
C -4.281 1.808 -1.667
C -3.654 1.559 -0.452
H -2.527 0.147 0.718
H -2.211 -1.435 -1.242
H -3.177 -0.861 -3.430
H -4.615 1.130 -3.671
H -4.947 2.652 -1.765
H -3.857 2.204 0.394
C 3.483 -0.051 -1.303
C 1.986 -0.296 -1.403
C 1.594 -1.130 -2.630
O 1.233 0.942 -1.409
C 1.387 -0.959 -0.152
O 2.010 -1.395 0.771
O 0.063 -0.986 -0.216
H 3.691 0.800 -0.657
H 3.910 0.131 -2.285
H 3.966 -0.921 -0.863
H 1.867 -0.600 -3.543
H 0.510 -1.339 -2.643
H 2.126 -2.081 -2.625
H 1.496 1.564 -2.214
C 2.552 2.646 2.946
C 2.037 2.283 1.556
Ge 0.180 1.453 1.566
C -1.327 2.742 2.056
C -1.008 3.645 3.240
C 0.208 0.082 2.994
C 0.129 -1.245 3.111
Ge -0.269 -2.567 1.578
C 0.806 -4.061 0.657
C 0.096 -5.404 0.733
C -2.275 -2.794 1.306
C -2.814 -3.712 2.399
C 0.208 -1.970 4.377
C 0.196 -1.317 5.615
C 0.287 -2.044 6.785
C 0.386 -3.428 6.760
C 0.374 -4.093 5.541
C 0.285 -3.366 4.373
H 3.554 3.062 2.861
H 2.610 1.762 3.578
H 1.926 3.390 3.429
H 2.727 1.558 1.117
H 2.010 3.172 0.918
H -2.207 2.141 2.305
H -1.567 3.352 1.177
H -0.640 3.066 4.083
H -1.914 4.157 3.559
H -0.275 4.401 2.978
H 0.375 0.623 3.926
H 1.787 -4.107 1.133
H 0.934 -3.763 -0.387
H -0.013 -5.740 1.762
H 0.687 -6.153 0.208
H -0.888 -5.368 0.267
H -2.457 -3.241 0.328
H -2.790 -1.834 1.361
H -2.324 -4.682 2.380
H -3.880 -3.871 2.253
H -2.666 -3.269 3.382
H 0.111 -0.242 5.672
H 0.271 -1.527 7.732
H 0.477 -3.978 7.684
H 0.435 -5.169 5.509
H 0.300 -3.895 3.418
C -0.491 3.073 -7.322
C 0.177 2.906 -6.023
C 1.547 2.801 -5.865
C 2.076 2.566 -4.590
N 1.254 2.362 -3.549
C -0.057 2.544 -3.684
S -1.105 2.435 -2.344
N -0.585 2.839 -4.901
C 3.528 2.535 -4.332
H 0.157 2.751 -8.132
H -0.731 4.122 -7.510
H -1.426 2.518 -7.370
H 2.195 2.893 -6.721
H -1.585 3.015 -4.972
H 4.037 1.781 -4.932
H 3.738 2.376 -3.278
H 3.964 3.490 -4.631
```

Highest occupied orbital energy ... -15.22 eV
Charge ... +3
HOMO-LUMO gap ... 5.77 eV

(two)
The following is a quantum chemistry calculation of a structure of composition C32H47Ge2N2O3STi, from the Open Molecules 2025 dataset.

Structure (XYZ):
```
88
C32H47Ge2N2O3STi | the Open Molecules 2025 dataset | ωB97M-V/def2-TZVPD
Ti 0.178 -0.759 1.449
C -0.730 -3.151 2.600
C -1.454 -3.518 1.466
C -0.826 -3.593 0.230
C 0.522 -3.262 0.106
C 1.267 -2.929 1.243
C 0.641 -2.897 2.500
H -1.203 -3.176 3.573
H -2.498 -3.792 1.555
H -1.382 -3.934 -0.634
H 1.020 -3.359 -0.851
H 2.345 -2.851 1.174
H 1.242 -2.806 3.393
C -2.263 2.645 1.078
C -2.090 1.167 1.343
C -3.270 0.554 2.085
O -0.838 0.896 2.088
C -1.799 0.362 0.072
O -2.042 0.805 -1.037
O -1.249 -0.787 0.325
H -2.517 3.172 1.999
H -3.076 2.794 0.370
H -1.362 3.079 0.653
H -3.420 1.068 3.035
H -3.105 -0.508 2.268
H -4.181 0.672 1.499
H -0.766 1.521 2.816
C 2.416 3.150 -0.811
C 1.449 2.309 0.025
Ge 1.493 0.349 -0.443
C 3.305 -0.515 -0.263
C 4.473 0.340 -0.766
C 1.244 0.373 -2.388
C 0.283 0.545 -3.302
Ge -1.673 0.175 -3.067
C -1.892 -1.786 -2.853
C -1.738 -2.523 -4.188
C -3.261 1.245 -3.607
C -3.766 0.952 -5.018
C 0.568 0.812 -4.724
C 1.747 1.431 -5.149
C 1.983 1.637 -6.497
C 1.049 1.238 -7.445
C -0.134 0.637 -7.041
C -0.367 0.440 -5.693
H 2.270 4.205 -0.580
H 2.234 3.013 -1.877
H 3.453 2.905 -0.601
H 0.431 2.637 -0.189
H 1.636 2.442 1.092
H 3.257 -1.444 -0.837
H 3.489 -0.782 0.779
H 4.299 0.727 -1.770
H 5.379 -0.265 -0.798
H 4.660 1.180 -0.099
H 2.259 0.392 -2.789
H -2.873 -1.977 -2.412
H -1.121 -2.100 -2.146
H -2.515 -2.233 -4.896
H -1.819 -3.599 -4.038
H -0.769 -2.321 -4.646
H -3.030 2.301 -3.476
H -4.004 0.957 -2.860
H -3.070 1.304 -5.778
H -4.712 1.472 -5.170
H -3.951 -0.112 -5.175
H 2.473 1.775 -4.423
H 2.899 2.118 -6.811
H 1.236 1.406 -8.497
H -0.869 0.327 -7.773
H -1.298 -0.047 -5.386
C 2.811 0.643 7.837
C 1.845 0.219 6.797
C 0.587 -0.274 7.055
C -0.254 -0.607 5.990
N 0.141 -0.458 4.711
C 1.367 -0.007 4.475
S 1.947 0.179 2.869
N 2.198 0.335 5.492
C -1.612 -1.159 6.232
H 2.464 0.356 8.825
H 2.928 1.730 7.818
H 3.799 0.210 7.667
H 0.253 -0.395 8.075
H 3.117 0.689 5.249
H -2.025 -0.799 7.172
H -1.548 -2.249 6.312
H -2.284 -0.916 5.411
```

Highest occupied orbital energy ... -15.22 eV
Charge ... +3
HOMO-LUMO gap ... 5.87 eV

Each structure's energy above the most stable one, in kcal/mol: (one) 31.2; (two) 0.0.

(one)
The following is a quantum chemistry calculation of a cluster of 4 separate species, C3H13NO3 in total, from the Open Molecules 2025 dataset.

Structure (XYZ):
```
20
C3H13NO3 | the Open Molecules 2025 dataset | ωB97M-V/def2-TZVPD
C -1.894 -2.178 2.285
C -0.746 -2.767 1.806
N -0.651 -3.758 0.913
C 0.462 -3.702 -0.032
H -2.900 -2.549 2.156
H -1.826 -1.301 2.911
H 0.256 -2.365 1.935
H -1.541 -3.894 0.430
H 1.018 -2.768 -0.018
H 0.237 -3.750 -1.107
H 1.018 -4.637 0.010
H 3.281 3.234 1.439
H 3.884 1.899 1.783
O 3.462 2.366 1.060
H -0.708 5.944 -3.171
H -0.992 4.537 -3.658
O -0.596 5.368 -3.925
H -1.251 3.133 -1.416
H 0.159 3.361 -1.638
O -0.672 3.827 -1.761
```

Highest occupied orbital energy (spin up / spin down) ... -12.23 / -12.23 eV
Charge ... +1
HOMO-LUMO gap (spin up / spin down) ... 7.99 / 4.26 eV
Spin multiplicity ... 2

(two)
The following is a quantum chemistry calculation of a cluster of 4 separate species, C3H13NO3 in total, from the Open Molecules 2025 dataset.

Structure (XYZ):
```
20
C3H13NO3 | the Open Molecules 2025 dataset | ωB97M-V/def2-TZVPD
C -1.207 2.424 -1.393
C -0.736 1.176 -0.798
C 0.122 0.274 -1.424
N 0.479 -0.869 -0.851
H -0.772 3.322 -0.959
H -2.300 2.500 -1.302
H -1.091 2.469 -2.483
H -1.184 0.845 0.128
H 0.572 0.494 -2.375
H 0.529 -1.703 -1.442
H -0.096 -1.162 -0.052
H -0.977 -2.344 1.565
H -1.975 -3.216 0.840
O -1.075 -2.854 0.743
H 2.498 -0.031 0.318
H 3.664 -0.077 1.329
O 2.708 -0.015 1.252
H 0.000 -0.711 2.971
H 0.886 -0.205 1.843
O -0.044 -0.319 2.088
```

Highest occupied orbital energy (spin up / spin down) ... -14.54 / -15.18 eV
Charge ... +1
HOMO-LUMO gap (spin up / spin down) ... 11.04 / 8.16 eV
Spin multiplicity ... 2

Each structure's energy above the most stable one, in kcal/mol: (one) 46.6; (two) 0.0.

(one)
The following is a quantum chemistry calculation of a cluster of 2 separate species, C3H4O in total, from the Open Molecules 2025 dataset.

Structure (XYZ):
```
8
C3H4O | the Open Molecules 2025 dataset | ωB97M-V/def2-TZVPD
C 0.532 1.292 -0.627
C 1.366 1.838 0.037
C -1.289 -1.335 0.796
O -0.568 -1.674 -0.251
H -0.338 1.070 -1.175
H 2.143 2.041 0.776
H -1.750 -2.306 1.082
H -0.094 -0.925 -0.640
```

Highest occupied orbital energy ... -8.80 eV
Charge ... 0
HOMO-LUMO gap ... 9.59 eV

(two)
The following is a quantum chemistry calculation of an isolated molecule of C3H4O, from the Open Molecules 2025 dataset.

Structure (XYZ):
```
8
C3H4O | the Open Molecules 2025 dataset | ωB97M-V/def2-TZVPD
C -1.054 -0.619 -0.001
C -0.277 0.464 -0.006
C 1.201 0.322 0.002
O 1.781 -0.740 -0.005
H -2.136 -0.555 -0.001
H -0.595 -1.605 0.010
H -0.694 1.465 -0.009
H 1.773 1.268 0.010
```

Highest occupied orbital energy ... -10.07 eV
SMILES ... C=CC=O
Charge ... 0
HOMO-LUMO gap ... 10.12 eV

(three)
The following is a quantum chemistry calculation of an isolated molecule of C3H4O, from the Open Molecules 2025 dataset.

Structure (XYZ):
```
8
C3H4O | the Open Molecules 2025 dataset | ωB97M-V/def2-TZVPD
C 1.335 -0.088 -0.081
C 0.044 -0.437 0.102
C -1.229 0.308 0.054
O -2.370 -0.091 -0.050
H 2.193 -0.682 -0.305
H 1.485 1.008 0.122
H -0.329 -1.417 0.125
H -1.128 1.398 0.033
```

Highest occupied orbital energy ... -10.04 eV
SMILES ... C=CC=O
Charge ... 0
HOMO-LUMO gap ... 9.90 eV

Each structure's energy above the most stable one, in kcal/mol: (one) 100.7; (two) 0.0; (three) 14.6.